Entry 1:
Here is C37H55F3N11O3SV as an isolated structure from OMol25. Energies are from ωB97M-V/def2-TZVPD.

As for the spin multiplicity: 2. The relative energy (zero: lowest compared OMol25 entry of this formula, charge and spin) comes out at 127.6 kcal/mol. The expectation value of S² is 0.808. The net charge is +1.

Geometry (Å):
V -0.548 -0.608 -0.290
C 1.878 -3.055 3.027
C 2.540 -3.145 1.663
C 2.173 -2.045 0.656
N 0.897 -2.211 -0.071
C 0.746 -3.238 -0.856
C 1.764 -4.229 -1.095
C 1.681 -5.435 -1.715
C 0.582 -6.073 -2.342
C -0.613 -5.505 -2.646
C -1.050 -4.182 -2.406
C -0.473 -3.195 -1.655
N -1.031 -1.940 -1.545
C -1.685 -0.895 -3.487
C -3.349 0.773 -2.128
C -3.219 0.825 -0.627
N -2.513 -0.297 -0.045
C -3.196 -1.226 0.625
C -4.558 -1.477 0.406
C -5.422 -2.348 1.046
C -5.215 -3.158 2.151
C -4.040 -3.273 2.873
C -2.793 -2.710 2.650
C -2.339 -1.891 1.605
N -1.080 -1.462 1.510
C -0.180 -1.642 2.645
C 0.357 -3.054 2.929
H 2.206 -2.147 3.544
H 2.220 -3.897 3.632
H 2.308 -4.128 1.249
H 3.626 -3.113 1.784
H 2.967 -1.960 -0.090
H 2.146 -1.080 1.163
H 2.744 -3.971 -0.720
H 2.603 -6.004 -1.726
H 0.744 -7.094 -2.662
H -1.320 -6.122 -3.188
H -1.993 -3.913 -2.859
H -2.415 -0.995 -4.289
H -0.683 -1.130 -3.833
H -3.885 -0.119 -2.468
H -3.998 2.078 -3.452
H -4.208 0.923 -0.175
H -2.665 1.731 -0.373
H -4.994 -0.931 -0.420
H -6.420 -2.381 0.623
H -6.060 -3.737 2.498
H -4.091 -3.913 3.747
H -2.043 -2.981 3.378
H -0.698 -1.273 3.540
H 0.651 -0.952 2.500
H 0.026 -3.742 2.146
H -0.067 -3.429 3.863
C 5.804 1.783 1.240
C 4.781 1.300 2.260
C 5.014 -0.180 2.573
C 4.879 2.136 3.532
N 3.463 1.535 1.623
N 2.378 1.002 2.441
H 6.818 1.654 1.619
H 5.649 2.837 1.009
H 5.723 1.210 0.311
H 5.978 -0.325 3.064
H 5.017 -0.769 1.651
H 4.234 -0.570 3.228
H 5.910 2.155 3.889
H 4.274 1.727 4.344
H 4.564 3.163 3.339
H 3.465 0.923 0.809
H 1.517 1.352 2.017
H 2.428 1.498 3.327
F -0.097 2.478 -4.692
C 0.158 1.152 -4.411
F 1.521 1.058 -4.556
F -0.332 0.492 -5.548
S -1.656 0.839 -2.944
O -2.088 -1.746 -2.433
O -4.024 1.955 -2.495
O -0.765 0.784 -1.658
N 3.401 0.886 -2.442
C 3.348 -0.368 -2.984
C 2.292 -0.974 -2.386
N 1.696 -0.117 -1.481
C 2.382 1.002 -1.569
H 4.003 1.637 -2.734
H 4.016 -0.690 -3.762
H 1.921 -1.962 -2.583
H 2.208 1.908 -1.021
C -2.982 2.795 3.986
C -2.536 1.354 3.881
N -1.917 1.154 2.586
C -1.134 2.049 1.935
N -0.418 1.626 0.907
C 0.312 2.682 0.181
C -0.339 4.045 0.253
C -0.492 4.413 1.705
N -1.205 3.338 2.378
C -1.792 3.675 3.672
H -3.362 3.014 4.983
H -3.781 2.985 3.266
H -3.380 0.668 3.961
H -1.839 1.117 4.696
H -1.779 0.217 2.249
H 0.369 2.383 -0.859
H 1.336 2.766 0.569
H -1.318 4.027 -0.235
H 0.274 4.783 -0.266
H -1.075 5.326 1.833
H 0.489 4.579 2.167
H -2.087 4.723 3.626
H -1.037 3.590 4.464

Results of the Mulliken charge analysis, in e, for atoms 1 through 6:
1. V -0.32
2. C -1.40
3. C -0.74
4. C -1.38
5. N 1.57
6. C 0.35



Entry 2:
Here is C37H55FFeN6O2SSi as an isolated structure from OMol25. Energies are from ωB97M-V/def2-TZVPD.

As for the spin multiplicity: 6. The expectation value of S² is 8.787. The net charge is -1.

Geometry (Å):
Fe -0.086 -0.381 0.110
N 1.120 -4.508 -0.390
C 1.109 -3.120 -0.248
S 0.139 -2.226 -1.409
N 1.796 -2.610 0.710
N 1.639 -1.243 0.838
C 2.512 -0.643 1.643
C 2.606 0.756 1.772
C 3.163 1.343 2.949
C 3.056 2.684 3.223
C 2.402 3.550 2.333
C 1.968 3.033 1.111
C 2.116 1.700 0.807
O 1.842 1.282 -0.515
H 1.012 -4.811 -1.345
H 1.898 -4.936 0.091
H 3.153 -1.271 2.261
H 3.634 0.679 3.667
H 3.466 3.072 4.149
H 2.267 4.598 2.566
H 1.532 3.687 0.364
C 0.308 -1.670 3.824
C -1.105 -2.122 4.156
C -1.880 -0.974 4.811
C -1.823 -2.816 2.998
C -2.162 -4.147 3.236
C -2.822 -4.920 2.300
C -3.172 -4.348 1.094
C -2.853 -3.027 0.796
C -3.353 -2.466 -0.528
C -4.804 -1.981 -0.404
C -3.284 -3.470 -1.681
C -2.139 -2.247 1.740
N -1.716 -0.919 1.422
C -2.501 0.090 1.862
C -3.824 -0.009 2.355
C -4.563 1.111 2.710
C -4.033 2.392 2.622
C -2.710 2.527 2.193
C -2.004 1.409 1.846
F -0.696 1.558 1.475
H 0.795 -1.265 4.717
H 0.291 -0.891 3.069
H 0.910 -2.492 3.435
H -1.022 -2.902 4.920
H -1.799 -0.050 4.239
H -1.461 -0.783 5.802
H -2.941 -1.208 4.927
H -1.893 -4.585 4.191
H -3.063 -5.955 2.511
H -3.708 -4.941 0.363
H -2.705 -1.631 -0.791
H -5.458 -2.827 -0.174
H -5.141 -1.539 -1.346
H -4.932 -1.244 0.387
H -4.031 -4.262 -1.571
H -2.296 -3.915 -1.751
H -3.490 -2.956 -2.624
H -4.251 -0.997 2.463
H -5.575 0.975 3.074
H -4.609 3.260 2.912
H -2.219 3.491 2.142
C -3.714 2.854 -3.048
N -2.503 2.469 -2.357
C -2.430 1.410 -1.495
N -3.608 0.919 -1.043
O -1.327 0.946 -1.187
H -3.474 3.647 -3.752
H -4.454 3.256 -2.352
H -4.167 2.023 -3.598
H -1.621 2.652 -2.807
H -4.435 1.488 -1.078
H -3.547 0.281 -0.264
C 4.143 2.946 -1.138
Si 3.028 1.547 -1.703
C 4.198 0.079 -2.035
C 4.618 -0.571 -0.710
C 3.602 -1.014 -2.928
C 5.475 0.612 -2.711
C 2.047 2.149 -3.224
C 2.961 2.562 -4.384
C 1.055 1.103 -3.749
C 1.259 3.384 -2.767
H 4.779 3.280 -1.962
H 4.789 2.612 -0.322
H 3.584 3.802 -0.766
H 3.801 -1.144 -0.274
H 4.949 0.160 0.034
H 5.452 -1.259 -0.900
H 2.641 -1.371 -2.558
H 4.291 -1.868 -2.956
H 3.471 -0.670 -3.957
H 6.048 1.257 -2.042
H 5.280 1.171 -3.630
H 6.111 -0.241 -2.973
H 3.528 1.717 -4.778
H 3.669 3.344 -4.096
H 2.350 2.955 -5.206
H 1.559 0.284 -4.262
H 0.377 1.576 -4.473
H 0.446 0.668 -2.961
H 1.917 4.189 -2.428
H 0.575 3.136 -1.954
H 0.672 3.774 -3.611

Results of the Mulliken charge analysis, in e, for atoms 1 through 6:
1. Fe 1.92
2. N -0.53
3. C 0.37
4. S -0.98
5. N -1.23
6. N 2.07



Entry 3:
Here is C37H56BrN3OPdSi as an isolated structure from OMol25. Energies are from ωB97M-V/def2-TZVPD.

As for the spin multiplicity: 1. The relative energy (zero: lowest compared OMol25 entry of this formula, charge and spin) comes out at 0.0 kcal/mol. The net charge is -2.

Geometry (Å):
Pd 0.771 -1.203 0.038
C -1.345 3.569 -4.312
C -1.625 4.296 -3.032
C -1.561 5.675 -2.955
C -1.842 6.347 -1.762
C -2.197 5.620 -0.633
C -2.285 4.249 -0.697
C -1.997 3.567 -1.891
N -2.189 2.174 -1.967
C -1.179 1.212 -1.746
N 0.070 1.707 -1.600
C 1.219 0.996 -1.207
C 1.451 -0.325 -1.727
C 2.715 -0.906 -1.457
C 3.701 -0.202 -0.784
C 3.494 1.122 -0.406
C 2.270 1.733 -0.629
C 2.090 3.201 -0.328
N -1.443 -0.035 -1.641
C -2.586 -0.625 -2.101
C -3.283 -0.201 -3.239
C -4.415 -0.865 -3.673
C -4.879 -1.971 -2.983
C -4.166 -2.434 -1.884
C -3.023 -1.796 -1.445
C -2.205 -2.277 -0.309
H -1.414 4.238 -5.168
H -2.055 2.752 -4.437
H -0.348 3.130 -4.299
H -1.311 6.246 -3.841
H -1.796 7.425 -1.719
H -2.408 6.134 0.296
H -2.575 3.671 0.168
H -3.051 1.858 -1.532
H 0.116 2.707 -1.461
H 2.941 -1.873 -1.890
H 4.661 -0.675 -0.607
H 4.289 1.679 0.078
H 2.964 3.575 0.201
H 1.214 3.384 0.295
H 1.982 3.780 -1.253
H -2.921 0.649 -3.800
H -4.944 -0.512 -4.553
H -5.772 -2.489 -3.314
H -4.511 -3.319 -1.363
H -2.612 -3.174 0.151
H -2.099 -1.491 0.443
H -1.176 -2.461 -0.672
C 2.459 -3.757 2.823
C 2.420 -2.243 3.024
C 2.880 -1.936 4.449
C 3.473 -1.701 2.064
Si 0.648 -1.494 2.402
Br 1.137 -3.807 -0.893
C -0.708 -2.634 3.374
C -0.406 -3.006 4.824
C -2.061 -1.928 3.389
C -0.888 -3.938 2.593
C 0.468 0.370 3.164
C 1.730 1.152 2.820
C -0.667 1.050 2.401
C 0.226 0.533 4.661
H 3.492 -4.120 2.898
H 2.084 -4.011 1.837
H 1.874 -4.294 3.564
H 3.839 -2.429 4.651
H 2.170 -2.284 5.194
H 3.030 -0.868 4.591
H 4.456 -2.143 2.264
H 3.570 -0.621 2.128
H 3.179 -1.960 1.046
H -0.294 -2.124 5.449
H 0.499 -3.600 4.902
H -1.229 -3.606 5.234
H -2.046 -1.061 4.044
H -2.847 -2.603 3.748
H -2.331 -1.593 2.395
H -0.100 -4.648 2.822
H -0.856 -3.758 1.525
H -1.844 -4.411 2.842
H 1.997 0.982 1.780
H 2.567 0.855 3.448
H 1.573 2.229 2.965
H -0.516 0.908 1.327
H -0.695 2.127 2.611
H -1.637 0.633 2.660
H 1.005 0.039 5.238
H -0.736 0.127 4.965
H 0.230 1.596 4.933
C 0.249 -0.781 -5.113
C 1.362 -0.782 -4.065
C 2.323 0.393 -4.290
O 0.689 -0.702 -2.828
H 0.652 -0.895 -6.117
H -0.308 0.152 -5.049
H -0.437 -1.596 -4.907
H 1.927 -1.727 -4.123
H 1.792 1.331 -4.131
H 2.722 0.362 -5.304
H 3.145 0.352 -3.577

Results of the Mulliken charge analysis, in e, for atoms 1 through 6:
1. Pd 0.36
2. C -1.18
3. C 1.28
4. C -0.74
5. C -0.56
6. C -0.78



Entry 4:
Here is a 10-piece molecular cluster, C37H56Cl4F24O8 overall at a distorted geometry from OMol25. Energies are from ωB97M-V/def2-TZVPD.

As for the spin multiplicity: 1. The SMILES is FC(F)C(F)(F)COC(F)(F)C(F)F.FC(F)C(F)(F)COC(F)(F)C(F)F.FC(F)C(F)(F)COC(F)(F)C(F)F.C1CCOC1.C1CCOC1.C1CCOC1.C1CCOC1.C1CCOC1.ClCCl.ClCCl.

Geometry (Å):
F -10.969 -5.826 -19.492
C -10.098 -5.283 -20.346
F -10.738 -5.405 -21.574
C -9.649 -3.855 -19.982
F -10.772 -3.117 -19.918
F -8.886 -3.300 -20.929
C -8.861 -3.780 -18.624
O -7.618 -4.442 -18.720
C -7.161 -5.247 -17.610
F -7.285 -4.478 -16.533
F -7.945 -6.313 -17.473
C -5.625 -5.634 -17.708
F -5.236 -6.220 -16.602
F -5.372 -6.449 -18.724
H -9.228 -5.939 -20.372
H -9.506 -4.150 -17.827
H -8.710 -2.721 -18.413
H -4.959 -4.777 -17.810
F -8.132 -7.564 -11.165
C -8.745 -7.068 -12.282
F -9.949 -6.654 -11.975
C -8.001 -5.951 -13.055
F -8.597 -5.476 -14.167
F -6.856 -6.491 -13.495
C -7.843 -4.715 -12.217
O -7.307 -4.793 -10.899
C -5.888 -4.840 -10.805
F -5.469 -6.023 -11.351
F -5.315 -3.876 -11.458
C -5.510 -4.910 -9.328
F -4.204 -5.193 -9.157
F -5.821 -3.809 -8.643
H -8.917 -7.874 -12.996
H -8.871 -4.354 -12.187
H -7.262 -3.943 -12.721
H -6.041 -5.723 -8.832
F -0.922 -6.175 -9.779
C -0.791 -7.123 -8.902
F -0.956 -6.607 -7.701
C -1.577 -8.443 -9.218
F -1.092 -9.428 -8.380
F -1.438 -8.939 -10.433
C -3.120 -8.238 -8.948
O -3.872 -9.446 -9.046
C -5.261 -9.316 -9.336
F -5.770 -8.542 -8.373
F -5.405 -8.650 -10.456
C -5.982 -10.692 -9.302
F -7.247 -10.734 -9.732
F -5.345 -11.590 -10.052
H 0.277 -7.325 -8.990
H -3.518 -7.460 -9.600
H -3.172 -7.851 -7.931
H -5.940 -11.016 -8.262
C 0.890 -11.050 -14.935
C 2.192 -11.527 -15.687
C 1.575 -12.281 -16.917
O 0.303 -11.607 -17.170
C -0.165 -10.830 -16.022
H 1.165 -10.185 -14.331
H 0.592 -11.857 -14.266
H 2.898 -12.041 -15.035
H 2.730 -10.677 -16.106
H 1.452 -13.330 -16.647
H 2.230 -12.324 -17.788
H -1.196 -11.056 -15.751
H -0.042 -9.769 -16.241
C -2.865 -7.756 -12.960
C -4.189 -7.613 -13.769
C -3.748 -8.087 -15.100
O -2.796 -9.120 -14.823
C -2.339 -9.119 -13.486
H -3.061 -7.809 -11.889
H -2.229 -6.903 -13.197
H -4.539 -6.589 -13.903
H -4.987 -8.206 -13.323
H -3.257 -7.313 -15.691
H -4.527 -8.507 -15.736
H -1.250 -9.125 -13.434
H -2.822 -9.932 -12.944
C -3.326 -13.218 -13.500
C -4.007 -12.776 -14.746
C -4.871 -13.913 -15.116
O -5.256 -14.567 -13.882
C -4.338 -14.166 -12.826
H -3.154 -12.465 -12.732
H -2.430 -13.810 -13.691
H -3.334 -12.431 -15.531
H -4.510 -11.827 -14.564
H -4.239 -14.519 -15.766
H -5.704 -13.652 -15.768
H -3.784 -15.027 -12.452
H -4.949 -13.710 -12.048
C -2.071 -3.027 -14.375
C -3.398 -3.361 -13.726
C -4.431 -3.214 -14.817
O -3.678 -2.983 -15.975
C -2.477 -2.316 -15.668
H -1.619 -3.959 -14.715
H -1.387 -2.547 -13.676
H -3.522 -2.561 -12.995
H -3.452 -4.303 -13.180
H -5.114 -2.374 -14.694
H -5.013 -4.114 -15.014
H -2.681 -1.251 -15.554
H -1.727 -2.335 -16.459
C -7.620 -10.020 -14.703
C -7.186 -10.531 -13.388
C -7.765 -12.003 -13.300
O -8.308 -12.220 -14.615
C -7.817 -11.257 -15.571
H -6.891 -9.293 -15.063
H -8.580 -9.516 -14.593
H -7.547 -9.870 -12.601
H -6.111 -10.526 -13.211
H -8.535 -12.121 -12.538
H -6.967 -12.730 -13.148
H -8.496 -11.102 -16.409
H -6.898 -11.599 -16.047
Cl -3.574 -8.971 -19.457
C -3.418 -10.124 -18.162
Cl -2.792 -11.696 -18.685
H -2.674 -9.784 -17.441
H -4.375 -10.285 -17.666
Cl -0.858 -7.420 -17.230
C -0.489 -6.469 -15.761
Cl 0.541 -7.367 -14.641
H 0.045 -5.557 -16.029
H -1.389 -6.192 -15.212

Results of the Mulliken charge analysis, in e, for atoms 1 through 6:
1. F -0.26
2. C 0.21
3. F -0.29
4. C 0.84
5. F -0.31
6. F -0.28



Molar mass? In order: 841.93; 750.88; 773.29; 1226.61 Da.
Electronic energy? In order: -106461.189; -108120.339; -127197.471; -170962.512 eV.